Here is C30H19AlN8O2 as an isolated structure from the OMol25 dataset. Energies are from ωB97M-V/def2-TZVPD.

Its max |F| is 0.23 eV Å⁻¹. The total charge is +2. For the energy, the calculation gives -54020.7049 eV.

Each line ends with the Löwdin charge.
Geometry (Å):
Al -0.011 0.598 -0.557  0.329
C 1.294 4.556 0.157  -0.019
C 1.640 4.551 1.510  -0.001
C 1.503 3.389 2.232  0.029
C 1.051 2.212 1.624  -0.277
N 0.716 2.230 0.297  0.061
C 0.833 3.391 -0.391  -0.091
N 0.981 1.107 2.465  0.196
C 1.015 -0.091 1.999  -0.224
N 0.890 -0.391 0.663  0.093
C 1.537 -1.576 0.402  -0.224
N 2.032 -1.879 -0.746  0.194
C 2.155 -0.932 -1.755  -0.281
C 3.132 -1.219 -2.717  0.029
C 3.372 -0.356 -3.760  -0.001
C 2.606 0.806 -3.872  -0.019
C 1.648 1.036 -2.925  -0.088
N 1.414 0.212 -1.875  0.065
C 1.731 -2.262 1.694  -0.087
C 2.251 -3.500 2.007  0.018
C 2.394 -3.810 3.357  -0.031
C 2.069 -2.888 4.348  -0.031
C 1.588 -1.621 4.028  0.018
C 1.404 -1.334 2.692  -0.087
H 1.368 5.447 -0.448  0.126
H 2.005 5.450 1.987  0.131
H 1.747 3.335 3.283  0.132
H 0.519 3.368 -1.428  0.111
H 3.689 -2.136 -2.591  0.132
H 4.139 -0.581 -4.489  0.131
H 2.747 1.506 -4.682  0.126
H 1.011 1.909 -2.999  0.111
H 2.535 -4.201 1.235  0.127
H 2.778 -4.780 3.643  0.120
H 2.206 -3.158 5.387  0.120
H 1.367 -0.891 4.794  0.127
O -7.019 1.098 -0.008  0.110
N -6.655 -0.020 -0.308  -0.335
O -7.350 -1.000 -0.405  0.139
C -5.217 -0.188 -0.619  -0.043
C -4.901 -1.132 -1.524  0.102
C -3.540 -1.317 -1.929  -0.094
C -3.138 -2.277 -2.877  0.068
C -1.808 -2.372 -3.197  0.021
C -0.891 -1.519 -2.581  -0.025
N -1.240 -0.607 -1.676  0.116
C -2.557 -0.517 -1.361  -0.107
C -2.903 0.468 -0.382  -0.100
N -1.858 1.178 0.119  0.113
C -2.126 2.089 1.050  -0.027
C -3.414 2.322 1.527  0.028
C -4.472 1.615 1.016  0.077
C -4.228 0.653 0.011  -0.030
H -5.684 -1.747 -1.949  0.150
H -3.874 -2.921 -3.341  0.145
H -1.450 -3.092 -3.919  0.133
H 0.153 -1.589 -2.843  0.117
H -1.302 2.665 1.441  0.118
H -3.562 3.065 2.297  0.135
H -5.476 1.794 1.369  0.129